Computed, not measured: a structure of composition C35H40AlGeIN2PS3Se, with ωB97M-V/def2-TZVPD.

Results
- Kohn-Sham gap (eV) = 6.6
- strongest force on any atom (eV/Å) = 1.06
- ΔE to the lowest compared entry with this formula, charge and spin (kcal per mole) = 58.5
- charge = +1
- HOMO energy (eV) = -9.4
- E (Eh) = -8021.51394

The geometry in XYZ format:
```
85
Properties=species:S:1:pos:R:3:forces:R:3
I 4.1409 -0.9280 0.7645 0.3 0.2 0.1
Se -1.0722 -1.9608 -2.7064 -0.1 -0.1 -0.6
Ge -4.0940 -1.6678 -3.9270 0.1 0.0 0.3
S 2.4223 -1.8989 -2.4044 0.0 0.2 0.4
S -0.2915 -1.2155 -0.0235 0.1 0.3 1.0
S 2.1412 1.4632 -1.9467 0.0 -0.3 0.0
P 1.2697 0.7456 1.3382 -0.3 -0.1 0.6
Al 1.6617 -0.4285 -0.9140 -0.1 0.2 -0.2
N -2.4209 -2.3087 1.9302 0.0 0.0 0.0
N -3.5489 -0.3184 1.9818 -0.1 0.1 0.0
C 0.8449 -1.7714 2.4367 0.0 -0.3 0.3
C 2.1823 1.2291 2.8583 0.0 0.0 -0.2
C -1.7781 3.2782 0.1990 0.0 0.0 0.0
C -3.2648 -0.3745 -5.1457 -0.1 -0.1 0.1
C -0.0150 4.6239 1.1033 0.0 0.1 0.0
C 3.3198 2.7064 4.9465 -0.1 0.0 0.0
C 4.5624 0.6963 2.0793 0.0 -0.3 -0.4
C -1.1912 -0.2700 2.5535 0.1 -0.3 0.1
C -5.9029 -1.0999 -3.3774 0.2 -0.1 -0.2
C -4.8629 -0.9017 1.7573 0.0 -0.1 0.0
C 0.5707 -2.2398 3.6610 0.2 0.1 -0.2
C 6.4029 1.8663 3.1006 0.0 0.1 0.1
C 1.4157 1.7511 3.8756 0.1 -0.2 -0.1
C 4.0880 -1.1602 -4.4124 0.0 0.0 0.0
C 4.1638 2.1551 3.9566 -0.1 -0.1 -0.1
C 0.2128 2.2184 1.0749 0.0 0.0 -0.2
C 5.5518 2.4164 4.0102 0.2 0.0 0.0
C -1.1666 -0.5900 4.0439 0.1 0.1 0.1
C 0.1076 -0.6480 1.8067 -0.2 0.0 -0.8
C -4.0899 -3.4885 -4.6702 0.0 0.3 0.0
C 3.6092 1.3312 2.9234 0.1 0.1 0.2
C -2.4293 -1.0013 2.0789 0.0 0.1 0.0
C 3.1457 0.7005 -3.2042 0.0 0.1 0.0
C -2.9631 -1.6717 -2.2789 0.1 0.0 -0.2
C -1.0272 2.1351 0.4349 0.0 0.0 0.0
C 5.9013 0.9678 2.1462 -0.1 -0.1 0.0
C 0.7209 3.4832 1.3791 0.0 -0.1 0.0
C 3.8432 1.5626 -4.0496 0.0 0.0 -0.1
C 1.9781 2.4642 4.9414 0.0 0.1 0.2
C -0.9718 -3.8575 -2.3108 -0.1 0.2 0.0
C -0.3786 -1.5501 4.5216 -0.1 0.2 0.1
C 4.7612 -0.2938 -5.2543 0.0 -0.1 0.0
C -1.2789 4.5254 0.5409 0.0 0.0 0.0
C 4.6376 1.0762 -5.0718 0.0 0.0 0.0
C 3.2726 -0.6825 -3.3869 0.0 -0.1 0.0
H -3.2507 -2.4303 -1.5478 -0.1 0.0 0.0
H 3.7411 2.6297 -3.8987 0.0 0.0 0.0
H -3.0021 -0.6936 -1.7931 0.0 0.0 0.0
H 0.0119 -4.1873 -2.6358 0.0 0.0 0.0
H -2.1886 -0.5406 -5.1794 0.0 0.0 0.0
H -6.3522 -1.8174 -2.6906 0.0 0.0 0.0
H -3.0687 -3.7978 -4.8939 0.0 0.0 0.0
H 0.3388 1.6505 3.8340 0.0 0.1 0.0
H 1.3434 2.8629 5.7214 0.0 0.0 0.0
H -5.1470 -1.5432 2.5938 0.0 0.0 0.0
H -3.6576 -0.4727 -6.1571 0.0 0.0 0.0
H 5.3792 -0.6913 -6.0483 0.0 0.0 0.0
H 6.5901 0.4623 1.4833 0.0 0.0 0.0
H -1.8619 5.4172 0.3534 0.0 0.0 0.0
H -1.3992 1.1769 0.0950 0.0 0.0 0.0
H -5.5899 -0.1004 1.6753 0.0 0.0 0.0
H 0.4003 5.5958 1.3347 0.0 0.0 0.0
H -4.6625 -3.5135 -5.5972 0.0 0.0 0.0
H -5.8720 -0.1221 -2.8963 0.0 0.0 0.0
H -4.8785 -1.4775 0.8302 0.0 0.0 0.0
H -1.8559 -0.0388 4.6722 0.0 0.0 0.1
H 3.7625 3.3294 5.7135 0.0 0.0 0.0
H 5.1595 1.7671 -5.7205 0.0 0.0 0.0
H -1.5293 -2.7833 1.9086 0.0 0.0 0.0
H 1.1198 -3.0810 4.0624 0.0 0.0 0.0
H 5.9274 3.0568 4.7980 0.0 0.0 0.0
H -2.7534 3.1910 -0.2641 0.0 0.0 -0.1
H 1.6262 -2.2280 1.8449 0.0 0.0 0.0
H -0.3884 -1.7970 5.5755 -0.1 0.0 0.0
H -1.3786 0.7947 2.4210 -0.1 0.0 0.0
H 4.1799 -2.2310 -4.5419 0.0 0.0 0.0
H -3.4979 0.6759 2.1341 0.1 0.0 0.0
H -6.5456 -1.0241 -4.2548 0.0 0.0 0.0
H -1.7479 -4.3862 -2.8582 0.0 0.0 0.0
H 7.4628 2.0784 3.1221 0.0 0.0 0.0
H 1.6996 3.5847 1.8295 0.0 0.0 0.0
H -1.0799 -4.0100 -1.2374 0.0 0.0 0.0
H -3.2382 -2.8168 1.6351 0.0 0.0 0.0
H -3.4445 0.6457 -4.8054 0.0 0.0 0.0
H -4.5328 -4.2043 -3.9776 0.0 0.0 0.0
```
Positions in Å, forces in eV/Å.


Computed, not measured: a cluster of 5 separate species, C14H33NO6 in total, with ωB97M-V/def2-TZVPD.

Results
- Kohn-Sham gap (eV) = 10.4
- strongest force on any atom (eV/Å) = 1.64
- charge = 0
- HOMO energy (eV) = -9.9
- E (Eh) = -1059.36565
- structure (SMILES) = [H]/N=C/C[C@@H]1COC(=O)C1.CCO.CCO.CCO.CCO

The geometry in XYZ format:
```
54
Properties=species:S:1:pos:R:3:forces:R:3
O 1.5529 3.8467 -2.7217 -0.1 0.0 0.1
O -1.2514 -0.3565 -1.2260 0.0 0.2 -0.1
O 2.2368 2.7212 0.6462 0.1 -0.1 0.1
O 0.0483 -5.3795 2.6938 -1.0 1.3 -0.2
O 0.6339 -1.5258 2.6524 -0.1 0.0 -0.1
O -1.7713 -4.2305 3.3837 -0.1 -0.6 0.1
N -4.9509 -4.8125 -0.6465 0.1 0.2 0.2
C -1.1144 -3.7409 1.2343 -1.0 -0.7 0.3
C 2.8034 -0.8397 1.7672 0.0 -0.1 0.0
C 1.8194 4.4804 -5.0652 0.0 -0.1 0.1
C 0.9154 0.3137 -2.1354 -0.1 -0.1 0.0
C 1.0078 4.6210 -3.7913 0.1 0.1 0.0
C -0.8071 -4.5480 2.4706 1.1 -1.0 0.2
C -3.9252 -4.1016 -0.8691 -0.7 -0.3 -0.1
C 1.4130 -0.4217 2.2032 0.2 0.0 0.1
C -2.6400 -3.9504 1.2463 0.6 0.7 -0.2
C -3.4097 -3.1617 0.1662 0.5 -0.4 0.4
C 1.0197 4.1587 2.1981 0.0 -0.1 0.0
C -2.8750 -3.5933 2.7029 0.2 -0.4 -0.3
C 2.3681 3.6882 1.6850 -0.1 0.1 -0.1
C -0.4057 0.7581 -1.5364 0.1 -0.2 0.1
H 1.4691 0.3328 2.9945 0.0 0.1 -0.1
H -0.7817 -0.9042 -0.5901 0.0 0.0 0.1
H 0.4375 3.3127 2.5641 0.0 0.0 0.0
H 0.8688 0.0138 1.3663 0.0 0.1 0.0
H -3.3871 -4.1821 -1.8099 0.3 0.1 -0.2
H -0.9616 1.3696 -2.2448 -0.1 0.0 0.0
H 1.7512 3.1258 -0.0783 -0.1 0.0 -0.2
H 2.9584 4.5385 1.3258 0.0 0.0 0.1
H 1.8721 3.4346 -5.3676 0.0 0.0 0.0
H 3.3681 0.0187 1.4017 0.0 0.0 0.0
H 2.8420 4.8329 -4.9127 0.0 0.1 0.0
H 2.4472 4.1572 -2.5587 0.1 0.0 0.0
H -2.7076 -2.4848 -0.2920 0.1 0.5 -0.2
H -4.2231 -2.5876 0.5887 -0.3 0.1 0.1
H -0.2358 1.3571 -0.6351 0.0 0.0 0.0
H -0.0059 4.2543 -3.9418 0.0 0.0 0.1
H -2.7641 -2.5375 2.9131 -0.4 0.4 -0.2
H 2.9305 3.2023 2.4809 0.0 0.0 0.0
H -0.9572 -2.7150 1.5390 0.5 0.4 -0.5
H 1.5397 1.1702 -2.3906 0.0 0.0 0.0
H -5.1428 -5.4189 -1.4352 -0.1 -0.1 -0.2
H 0.9456 5.6719 -3.4905 -0.1 0.0 0.0
H 1.0835 -1.9282 3.4000 0.0 -0.1 0.1
H -3.8218 -3.9962 3.0351 -0.1 0.0 0.5
H 1.3767 5.0579 -5.8773 0.0 0.0 0.0
H -0.6428 -4.0528 0.3177 0.5 0.0 -0.1
H 2.7448 -1.5859 0.9740 0.0 0.0 0.0
H 3.3508 -1.2877 2.5998 0.0 0.0 0.0
H 1.1369 4.8797 3.0082 0.0 0.0 0.0
H 1.4616 -0.3205 -1.4320 0.0 0.1 0.0
H -2.8068 -5.0153 1.1298 -0.4 -0.2 0.0
H 0.7392 -0.2719 -3.0386 0.0 0.0 0.0
H 0.4467 4.6327 1.3980 0.0 0.0 0.0
```
Positions in Å, forces in eV/Å.


Computed, not measured: a structure of composition C5H14N2O, with ωB97M-V/def2-TZVPD.

Results
- Kohn-Sham gap (eV) = 9.2
- strongest force on any atom (eV/Å) = 1.04
- ΔE to the lowest compared entry with this formula, charge and spin (kcal per mole) = 112.2
- charge = 0
- HOMO energy (eV) = -8.3
- E (Eh) = -383.52183

The geometry in XYZ format:
```
22
Properties=species:S:1:pos:R:3:forces:R:3
O 0.0815 1.9230 -1.7003 0.1 -0.4 0.2
N 0.5355 1.5936 1.2414 0.2 0.0 -0.6
N 0.8171 0.8080 -1.1367 -0.5 -0.2 0.0
C -0.0134 -0.2557 -0.9369 0.6 0.5 -0.6
C -0.3322 0.6106 1.5972 0.1 -0.4 -0.7
C -1.2847 -0.3883 -1.7590 0.0 0.1 0.3
C 0.7844 -1.5447 -0.7991 -0.1 0.1 0.3
C 0.2072 -0.5089 2.4537 0.0 0.0 0.0
H 1.7192 -1.3712 -0.2661 0.0 0.0 0.0
H 1.0168 1.2755 0.2092 -0.2 0.1 0.6
H -0.4869 -0.0588 0.3144 -0.2 0.2 0.6
H 1.0278 -1.9395 -1.7876 0.0 0.1 0.0
H -1.8651 -1.2406 -1.4024 0.0 0.0 0.0
H -1.8937 0.5109 -1.7009 0.0 0.0 0.0
H -0.4683 -1.3651 2.4666 0.0 0.0 0.0
H -1.0322 -0.5550 -2.8089 0.1 0.0 0.1
H 0.3375 -0.1562 3.4810 0.0 0.0 -0.1
H 0.2099 -2.2965 -0.2552 0.0 0.0 0.0
H 1.1809 -0.8352 2.0895 0.0 0.0 0.0
H 0.7910 2.4625 -2.0666 0.0 -0.1 0.0
H -1.3604 0.9038 1.8114 0.0 0.0 -0.1
H 0.0282 2.4277 0.9554 0.0 0.0 0.1
```
Positions in Å, forces in eV/Å.


Computed, not measured: a structure of composition C4H8N2S, with ωB97M-V/def2-TZVPD.

Results
- Kohn-Sham gap (eV) = 9.6
- strongest force on any atom (eV/Å) = 4.56
- ΔE to the lowest compared entry with this formula, charge and spin (kcal per mole) = 84.7
- charge = 0
- HOMO energy (eV) = -8.9
- E (Eh) = -664.79780

The geometry in XYZ format:
```
15
Properties=species:S:1:pos:R:3:forces:R:3
S -2.0588 0.9620 -0.1273 1.6 -0.3 0.9
N 0.4719 2.1242 0.0084 1.1 3.9 -0.2
N 0.4163 -0.0273 0.1509 -0.8 -1.7 -1.7
C -0.2874 1.1727 0.0551 0.1 -3.3 -0.4
C -0.3531 -1.1230 -0.4594 -3.7 0.6 2.6
C -1.6982 -0.7726 0.3639 1.4 0.7 1.5
C 1.8352 -0.0065 -0.0014 3.5 1.4 1.1
H -0.7113 -1.1869 -1.5231 1.2 0.6 0.6
H 2.3924 0.8397 -0.9608 -2.0 -3.1 2.6
H 2.3855 0.4704 1.0045 -1.7 -1.1 -2.6
H 2.0932 -1.1400 0.0496 0.2 2.2 -0.8
H -1.5765 -0.9294 1.5421 -0.1 0.6 -2.7
H -2.5978 -1.1659 0.0643 -1.8 -2.1 -0.8
H -0.1445 2.8809 -0.1266 -0.2 2.2 0.0
H -0.1668 -2.0984 -0.0402 1.1 -0.4 -0.3
```
Positions in Å, forces in eV/Å.